1.
Entry from the OMol25 dataset: C9H31N6NiO10 as an isolated structure (the ωB97M-V functional and the def2-TZVPD basis).

ORCA input file:
```
! wB97M-V def2-TZVPD RIJCOSX def2/J DEFGRID3
* xyz 1 3
Ni 0.7775 -1.9821 2.6659
O 0.4898 -0.4688 -0.8670
C -0.2380 -0.1142 0.2007
O -1.0077 0.8561 0.0887
O -0.0797 -0.8334 1.2511
H 0.3436 0.2612 -1.5405
C -2.5619 2.3770 -2.5422
O -1.6657 3.3944 -2.1783
H -3.6165 2.6035 -2.3516
H -2.4764 2.1639 -3.6144
H -2.4054 1.4848 -1.9251
H -0.9148 3.0070 -1.7225
C 3.7450 1.0807 -0.1409
O 4.7858 0.6923 0.7795
H 4.2041 1.4458 -1.0519
H 3.1992 0.1484 -0.3229
H 2.9809 1.7062 0.3228
H 4.4547 0.8370 1.6694
C -1.6294 -4.0299 2.4515
O -0.3834 -3.5444 1.8804
H -1.5201 -5.0729 2.7521
H -1.9999 -3.4324 3.2743
H -2.3348 -4.0994 1.6240
H -0.1373 -4.0133 1.0775
C -0.1355 3.3070 2.4532
O 0.0334 4.1577 3.3440
N -0.8585 3.5701 1.3249
N -0.0591 1.9959 2.8198
H -1.2663 2.7664 0.8810
H -1.1250 4.5340 1.2497
H 0.3950 1.8417 3.7004
H -0.1602 1.2829 2.1167
C 2.9153 -2.9000 0.5013
O 2.3300 -2.5715 1.5649
N 2.7132 -2.3656 -0.7141
N 3.8222 -3.9146 0.5289
H 3.3550 -2.3030 -1.4814
H 2.0294 -1.6140 -0.6339
H 3.9980 -4.3487 1.4176
H 4.1474 -4.2439 -0.3582
C -4.1655 0.1350 2.0810
O -5.3629 0.1249 2.3574
N -3.2889 -0.8351 2.5093
N -3.5826 1.1350 1.3866
H -3.7311 -1.5410 3.0698
H -2.3327 -0.8243 2.2134
H -2.6857 0.9069 0.9693
H -4.0920 1.9349 1.0644
C -0.1378 -0.0975 -4.3029
C 0.9944 0.8796 -4.0522
O 1.0554 1.3443 -2.6882
H -1.1048 0.3582 -4.0952
H 0.0003 -1.0262 -3.7454
H -0.1456 -0.4168 -5.3458
H 0.9259 1.7331 -4.7330
H 1.9254 0.3867 -4.3621
H 1.5844 2.1406 -2.8220
*
```

Calculated values
HOMO (alpha / beta) = -11.4 / -11.4 eV
Kohn-Sham gap (alpha / beta) = 5.36 / 4.59 eV

***

2.
Entry from the OMol25 dataset: C3H4N3 as an isolated structure (the ωB97M-V functional and the def2-TZVPD basis).

ORCA input file:
```
! wB97M-V def2-TZVPD RIJCOSX def2/J DEFGRID3
* xyz 1 1
C -1.7733 0.6757 0.0992
C -0.0106 -0.0703 -0.4439
C 1.2173 -0.0839 0.2828
N -2.0775 -0.6457 0.2848
N -0.9691 -1.0933 0.0421
N -0.7992 1.3070 -0.2634
H -0.1710 0.1100 -1.5528
H 1.7669 0.8142 0.1470
H 1.7824 -0.9896 0.1059
H 1.0338 -0.0239 1.2982
*
```

Calculated values
energy relative to the best compared isomer or geometry (same formula, charge and spin) = 95.46 kcal per mole
HOMO (alpha / beta) = -17.2 / -17.2 eV
Kohn-Sham gap (alpha / beta) = 8.84 / 8.84 eV

***

3.
Entry from the OMol25 dataset: a 7-piece molecular cluster, C52H43Cl6NO6 overall (the ωB97M-V functional and the def2-TZVPD basis).

ORCA input file:
```
! wB97M-V def2-TZVPD RIJCOSX def2/J DEFGRID3
* xyz -1 2
Cl -3.1896 4.8929 -2.8121
C -3.1498 3.2249 -2.2120
C -2.8895 3.2349 -0.6570
Cl -1.3602 3.9661 -0.2339
H -2.3793 2.6877 -2.7652
H -4.0688 2.7658 -2.5764
H -2.8793 2.2184 -0.2637
H -3.7024 3.7615 -0.1570
Cl -1.9679 0.1872 1.4320
C -0.4926 -0.3402 0.6029
C -0.0920 0.6348 -0.4998
Cl 1.3441 0.1240 -1.3978
H -0.6239 -1.3581 0.2358
H 0.2790 -0.2973 1.3716
H 0.1552 1.5512 0.0362
H -0.8827 0.8386 -1.2218
Cl -1.2122 -3.7078 -0.7829
C 0.4901 -3.7683 -1.3968
C 0.7836 -4.9974 -2.2461
Cl 0.8236 -6.4618 -1.3293
H 1.1174 -3.8774 -0.5121
H 0.6575 -2.8330 -1.9309
H 1.7464 -4.9090 -2.7495
H -0.0187 -5.1277 -2.9723
C 2.7885 4.4650 1.3581
C 2.2249 4.8779 0.0369
C 1.5694 6.2867 0.0473
C 2.2977 7.3818 0.7973
N 2.8246 8.3007 1.3095
H 3.1276 5.3471 1.9013
H 3.7114 3.8903 1.2790
H 2.0200 3.9419 1.9272
H 1.5366 4.1715 -0.4272
H 3.1385 4.9083 -0.5567
H 0.6615 6.2358 0.6483
H 1.3776 6.6390 -0.9662
C 5.4236 -5.9513 -7.7815
C 4.3277 -6.8519 -7.6979
C 3.1670 -6.4249 -7.0392
C 3.0158 -5.1809 -6.4309
C 4.1254 -4.2346 -6.5273
C 5.2886 -4.7022 -7.2028
C 3.9821 -2.8993 -5.9292
O 4.9260 -2.1278 -5.9467
C 2.6335 -2.5595 -5.4211
C 2.3807 -1.2478 -4.9783
C 1.1719 -0.8529 -4.5262
C 0.1286 -1.7117 -4.5356
C 0.3086 -3.0138 -4.9513
C 1.5866 -3.4562 -5.3640
C 1.7985 -4.8816 -5.7284
O 1.0085 -5.7664 -5.3958
H 6.3942 -6.2557 -8.1442
H 4.4062 -7.8107 -8.1888
H 2.4431 -7.2130 -6.8937
H 6.1441 -4.0462 -7.2676
H 3.1709 -0.5259 -5.1228
H 1.0441 0.1798 -4.2370
H -0.8319 -1.2910 -4.2771
H -0.5708 -3.6400 -4.9194
C 8.4887 -3.5832 4.4485
C 8.8793 -3.1281 3.1827
C 8.0575 -2.3563 2.4159
C 6.7981 -1.9267 2.9406
C 6.4397 -2.2683 4.2296
C 7.3177 -3.1128 4.9866
C 5.2413 -1.7157 4.9163
O 4.9497 -2.0500 6.0299
C 4.2967 -0.7883 4.0546
C 3.1772 -0.1960 4.6426
C 2.5182 0.8063 3.9348
C 2.8999 1.1395 2.6653
C 3.9029 0.4344 2.0016
C 4.6681 -0.5219 2.6788
C 5.8252 -1.2054 2.0846
O 6.0984 -1.1544 0.8286
H 9.2216 -4.1364 5.0170
H 9.8231 -3.3958 2.7310
H 8.2587 -2.0892 1.3889
H 7.1218 -3.3264 6.0270
H 2.9464 -0.5562 5.6343
H 1.6598 1.3339 4.3235
H 2.2938 1.8457 2.1173
H 4.0973 0.8050 1.0060
C -4.9662 2.8894 2.6181
C -5.1524 1.5035 2.7609
C -6.4038 1.0156 3.0946
C -7.5171 1.8340 3.2468
C -7.3095 3.2206 3.2125
C -6.0310 3.7079 2.9390
C -8.4258 4.1928 3.5276
O -8.2846 5.4131 3.6701
C -9.8268 3.5214 3.4861
C -10.9685 4.4150 3.4313
C -12.2555 3.8896 3.4111
C -12.4177 2.5248 3.3972
C -11.3554 1.6399 3.4100
C -10.0218 2.1276 3.4515
C -8.8478 1.2528 3.4795
O -8.8905 -0.0255 3.5914
H -3.9630 3.2518 2.4492
H -4.2163 0.9736 2.8568
H -6.5882 -0.0467 3.1570
H -5.8100 4.7646 2.9688
H -10.7880 5.4719 3.5601
H -13.1649 4.4716 3.3838
H -13.4340 2.1619 3.4394
H -11.5819 0.5850 3.3614
*
```

Calculated values
HOMO (alpha / beta) = -2.3 / -5.7 eV
Kohn-Sham gap (alpha / beta) = 1.87 / 5.27 eV

***

4.
Entry from the OMol25 dataset: C39H30AsBrF6N7O3SSn as an isolated structure (the ωB97M-V functional and the def2-TZVPD basis).

ORCA input file:
```
! wB97M-V def2-TZVPD RIJCOSX def2/J DEFGRID3
* xyz 0 2
Sn -1.1097 1.0294 0.9325
Br -3.0629 -6.5554 1.1632
C -2.9449 -4.6583 1.1063
C -3.8626 -3.9283 0.3358
C -3.7578 -2.5630 0.2618
C -2.7241 -1.8431 0.9302
O -2.6632 -0.5642 0.7994
C -1.8229 -2.6093 1.7249
C -0.7628 -2.0170 2.5010
N -0.3593 -0.7978 2.4504
C 0.7747 -0.4246 3.2329
C 1.8559 -1.2443 3.4390
C 2.9438 -0.8331 4.2420
C 2.9602 0.4065 4.8115
C 1.8905 1.3010 4.5766
C 1.8520 2.6139 5.1030
C 0.7862 3.4190 4.8371
C -0.2545 2.9206 4.0246
N -0.2532 1.7131 3.5224
C 0.7979 0.8916 3.7840
C -1.9649 -4.0126 1.8027
H -4.6538 -4.4475 -0.1917
H -4.4647 -1.9807 -0.3194
H -0.2805 -2.6936 3.2129
H 1.8888 -2.2140 2.9545
H 3.7699 -1.5163 4.4019
H 3.7862 0.7183 5.4419
H 2.6843 2.9693 5.7016
H 0.7312 4.4293 5.2217
H -1.1016 3.5509 3.7693
H -1.2689 -4.5820 2.4097
C -5.0774 -5.5072 -2.6082
O -3.9348 -5.1098 -1.8604
C -2.7916 -4.8977 -2.5256
C -2.6571 -5.0150 -3.9110
C -1.4366 -4.7411 -4.5051
C -0.3580 -4.3150 -3.7372
C -0.4853 -4.2629 -2.3359
C -1.6852 -4.5509 -1.7395
N 0.8236 -3.9897 -4.4112
N 1.6946 -3.2863 -3.8594
C 1.5385 -2.3135 -2.9602
C 2.6644 -2.0382 -2.1118
C 2.5652 -1.2420 -1.0248
C 1.3125 -0.5959 -0.6897
O 1.1598 0.0739 0.3241
C 0.1917 -0.7573 -1.6503
N -0.9236 -0.0926 -1.3510
C -1.9613 -0.1358 -2.1675
C -1.8960 -0.8160 -3.3855
C -0.7523 -1.5097 -3.7015
C 0.3134 -1.5385 -2.7911
H -5.8739 -5.6422 -1.8857
H -4.8994 -6.4491 -3.1299
H -5.3660 -4.7385 -3.3269
H -3.4957 -5.3146 -4.5257
H -1.3124 -4.8179 -5.5795
H 0.3711 -4.0015 -1.7244
H -1.8055 -4.5065 -0.6615
H 3.5853 -2.5655 -2.3336
H 3.4064 -1.0952 -0.3577
H -2.8488 0.4056 -1.8581
H -2.7361 -0.7806 -4.0668
H -0.6616 -2.0030 -4.6602
F -1.3455 2.6600 -1.5732
As -2.8541 3.5454 -1.2570
F -2.1830 4.9090 -2.0487
F -2.1770 4.0390 0.2522
F -4.3171 4.3634 -0.9267
F -3.4375 2.0901 -0.4719
F -3.4537 2.9306 -2.7538
N 1.4512 3.3038 -1.5384
C 1.9274 3.8276 -0.3832
S 1.1706 3.4914 1.0689
N 3.0240 4.6202 -0.5639
C 3.7521 5.4213 0.3576
C 4.0036 5.0517 1.6743
C 4.7074 5.9158 2.5048
C 5.1876 7.1300 2.0331
C 4.9804 7.4700 0.7045
C 4.2660 6.6216 -0.1273
H 0.5128 2.9366 -1.4885
H 1.7308 3.6886 -2.4254
H 3.2313 4.8361 -1.5224
H 3.6639 4.0970 2.0445
H 4.8832 5.6268 3.5337
H 5.7317 7.7997 2.6897
H 5.3666 8.4037 0.3132
H 4.1002 6.8929 -1.1667
*
```

Calculated values
energy relative to the best compared isomer or geometry (same formula, charge and spin) = 7.44 kcal per mole
HOMO (alpha / beta) = -7.8 / -7.8 eV
Kohn-Sham gap (alpha / beta) = 6.45 / 5.40 eV

***

5.
Entry from the OMol25 dataset: C44H43As2Cl3LaNO8P2 as an isolated structure (the ωB97M-V functional and the def2-TZVPD basis).

ORCA input file:
```
! wB97M-V def2-TZVPD RIJCOSX def2/J DEFGRID3
* xyz 2 1
La -1.0414 -0.8607 0.7406
O 0.8307 -0.1112 5.0854
C 0.1541 -0.3337 3.9931
O 0.4198 0.1570 2.8693
C -0.9462 -1.3005 4.2310
C -1.1354 -1.8516 5.5253
C -2.2296 -2.7772 5.6061
C -3.0675 -3.0992 4.4772
C -2.7110 -2.4853 3.2922
N -1.6567 -1.6324 3.1575
C -3.3483 -2.7941 2.0057
O -4.3112 -3.6621 1.9835
O -2.8820 -2.3767 0.9267
H 1.5191 0.5330 4.8176
H -0.5262 -1.5705 6.3605
H -2.5383 -3.0593 6.6207
H -3.7926 -3.9286 4.5868
H -4.5156 -4.0922 2.8462
C -3.2638 5.8586 1.1828
As -1.7106 6.9714 1.7347
C -2.3403 7.7920 3.4654
C -2.0160 8.2297 0.2828
C -3.2296 8.9608 0.2894
C -3.4078 9.9941 -0.6292
C -2.4328 10.2007 -1.6309
C -1.3133 9.3550 -1.7594
C -1.0870 8.3945 -0.8011
As 0.5130 7.2454 -0.5761
C 1.7761 8.3868 -1.6430
C 0.2065 5.7624 -1.8170
H -4.2016 6.1738 1.6339
H -3.1291 4.8711 1.5908
H -3.2498 5.8345 0.1368
H -3.2583 7.3096 3.8631
H -2.6405 8.7863 3.1765
H -1.3952 7.8211 4.1276
H -3.9792 8.7073 1.0731
H -4.3051 10.5410 -0.6505
H -2.6526 10.9097 -2.4008
H -0.8054 9.3216 -2.7050
H 1.9254 7.6900 -2.4961
H 2.7130 8.6641 -1.2067
H 1.2648 9.2870 -1.9159
H -0.3753 5.0111 -1.2693
H 1.1498 5.4253 -2.2011
H -0.3696 6.0419 -2.6904
O 1.0384 -2.2694 1.1508
P 1.7643 -3.5557 0.7278
C 1.1602 -4.1625 -0.9576
P 0.3693 -2.9537 -2.0846
O -0.3453 -1.7874 -1.4492
C 1.5790 -2.2677 -3.2485
C 1.0798 -1.3923 -4.2391
C 1.8649 -1.0412 -5.3412
C 3.2409 -1.4812 -5.3666
C 3.7585 -2.1612 -4.2805
C 2.9755 -2.6822 -3.2764
C -0.6832 -3.9396 -3.1449
C -0.1573 -5.0505 -3.7402
C -0.8767 -5.8800 -4.5650
C -2.1244 -5.4760 -5.0039
C -2.6460 -4.2830 -4.4828
C -1.9485 -3.4973 -3.6015
C 3.6043 -3.3528 0.6862
C 4.2179 -2.3587 1.4209
C 5.5192 -1.9458 1.1665
C 6.3177 -2.6898 0.3188
C 5.7821 -3.8280 -0.2649
C 4.4348 -4.1974 -0.1068
C 1.4308 -4.8892 1.8625
C 2.0949 -6.1268 1.7903
C 2.0468 -7.0385 2.7702
C 1.2416 -6.8207 3.9011
C 0.4246 -5.7019 3.9510
C 0.5975 -4.7016 2.9263
H 0.4585 -4.9856 -0.6475
H 1.9711 -4.7006 -1.5116
H 0.0225 -1.0618 -4.1677
H 1.5662 -0.4894 -6.1925
H 3.9749 -1.1500 -6.1479
H 4.8415 -2.3435 -4.2327
H 3.3996 -3.2726 -2.4701
H 0.9247 -5.2983 -3.6135
H -0.4066 -6.7549 -4.9726
H -2.5916 -5.9267 -5.8215
H -3.5588 -3.9145 -4.8990
H -2.4548 -2.6672 -3.0880
H 3.7356 -1.7222 2.1364
H 5.8465 -1.0013 1.6148
H 7.3390 -2.4421 0.0611
H 6.4740 -4.3892 -0.9347
H 4.0479 -5.1263 -0.5538
H 2.5097 -6.2985 0.7883
H 2.6070 -7.9762 2.6528
H 1.2473 -7.5472 4.7101
H -0.2995 -5.5826 4.7434
H 0.0087 -3.7903 2.9767
Cl -2.9160 0.9062 1.5150
C -2.8272 1.6250 -0.5374
Cl -3.2876 0.1996 -1.4245
Cl -3.9144 2.8700 -0.5027
C -1.3572 1.9845 -0.7416
O -1.1051 3.0906 -1.1414
O -0.6252 0.9961 -0.4067
*
```

Calculated values
energy relative to the best compared isomer or geometry (same formula, charge and spin) = 49.37 kcal per mole
HOMO = -9.8 eV
Kohn-Sham gap = 3.03 eV